# 1
{
  "formula": "C21H27F6GeOPPtSe3",
  "method": "wB97M-V/def2-TZVPD",
  "species": ["Pt", "Se", "Se", "Se", "Ge", "P", "F", "F", "F", "F", "F", "F", "O", "C", "C", "C", "C", "C", "C", "C", "C", "C", "C", "C", "C", "C", "C", "C", "C", "C", "C", "C", "C", "C", "H", "H", "H", "H", "H", "H", "H", "H", "H", "H", "H", "H", "H", "H", "H", "H", "H", "H", "H", "H", "H", "H", "H", "H", "H", "H", "H"],
  "positions_angstrom": [[0.0548, 0.1588, -0.0131], [0.6012, -0.7209, 2.7795], [1.6055, 0.1535, -1.9195], [-1.6788, -1.0671, -1.3039], [2.2116, -3.4137, 4.1122], [-0.1548, -0.8154, -2.9467], [-1.5002, 2.9221, 3.6077], [-0.0138, 4.7195, 0.1628], [-0.0309, 2.8198, -0.8753], [1.4166, 3.1777, 0.6588], [0.5344, 3.4153, 3.1711], [-1.0424, 4.7875, 2.6405], [-0.4210, 1.4890, 1.5610], [-0.7148, 3.5087, 2.7030], [0.3662, -2.4520, -3.5530], [0.3024, -4.8423, -3.4618], [1.5256, -4.8058, 2.8798], [-1.0818, 2.1106, -5.6548], [-2.5075, 0.2062, -6.0616], [0.9685, -3.0391, 5.6100], [-2.2654, 2.8754, 0.7888], [2.2527, -1.6360, 2.9047], [-1.8871, -0.4838, -5.0375], [-2.1108, 1.5033, -6.3616], [4.1170, -3.6582, 4.6203], [0.1449, 3.4266, 0.3377], [0.8262, 0.4569, 4.2789], [-0.4580, 1.4351, -4.6185], [1.6943, -3.7227, -5.0824], [1.2785, -2.4929, -4.6059], [-0.8646, 0.1394, -4.3193], [1.2056, -4.8902, -4.5140], [-0.8387, 2.7726, 1.3404], [-0.1152, -3.6185, -2.9699], [-0.0742, -5.7593, -3.0334], [0.5930, -4.5042, 2.4101], [-2.1894, -1.4938, -4.7918], [0.0028, -2.6969, 5.2418], [0.8100, -3.9649, 6.1605], [-2.5115, 3.9058, 0.5425], [4.5026, -2.8014, 5.1653], [-2.9663, 2.4957, 1.5277], [-3.3002, -0.2636, -6.6244], [2.5715, -1.9769, 1.9253], [-2.6181, 2.0447, -7.1455], [-0.1376, 0.8903, 4.5342], [0.3365, 1.9062, -4.0519], [4.7361, -3.8311, 3.7443], [-0.8221, -3.5687, -2.1486], [2.4002, -3.7753, -5.8958], [1.5207, 1.2488, 4.0088], [1.3682, -2.3087, 6.3088], [4.1871, -4.5309, 5.2651], [1.2118, -0.1210, 5.1155], [3.0017, -0.9862, 3.3517], [1.5227, -5.8475, -4.8968], [2.2535, -5.0450, 2.1082], [1.3379, -5.7094, 3.4559], [-2.3377, 2.2554, -0.1056], [-0.7713, 3.1122, -5.9086], [1.6483, -1.5761, -5.0410]],
  "forces_ev_per_angstrom": [[-0.20, 1.23, 2.51], [0.09, -1.23, -0.78], [-1.95, -0.73, 0.49], [2.11, 0.92, 0.10], [-0.09, -0.22, 0.07], [0.01, -0.53, -1.04], [-0.36, -0.27, 0.16], [-0.11, 0.18, 0.07], [-0.17, 0.32, -0.03], [0.24, 0.10, 0.17], [0.36, 0.09, 0.07], [-0.10, 0.12, -0.20], [0.34, -2.28, -0.68], [0.04, -0.22, 0.03], [-0.34, 0.58, 0.34], [0.09, -0.07, -0.08], [0.24, 0.46, 0.37], [-0.08, -0.01, -0.03], [-0.02, -0.03, 0.06], [0.43, -0.11, -0.46], [0.27, -0.17, 0.17], [-0.18, 0.24, 0.11], [0.08, -0.04, 0.07], [0.05, 0.01, 0.08], [-0.67, 0.25, -0.25], [0.04, -0.37, -0.44], [-0.06, 0.86, -0.26], [0.13, -0.04, 0.12], [0.07, 0.09, -0.01], [-0.10, -0.01, 0.07], [0.34, -0.27, 0.56], [-0.11, -0.04, 0.09], [-0.24, 1.36, -0.73], [-0.17, 0.07, 0.12], [-0.04, -0.02, 0.04], [-0.09, 0.06, 0.00], [-0.04, -0.08, -0.07], [-0.07, -0.02, -0.03], [-0.01, -0.06, 0.00], [-0.06, 0.01, -0.01], [-0.03, 0.09, 0.04], [-0.03, 0.05, 0.06], [-0.05, -0.03, -0.02], [-0.06, -0.15, -0.12], [0.02, 0.04, -0.10], [-0.03, -0.06, -0.15], [-0.02, 0.04, -0.02], [-0.02, 0.00, -0.10], [0.08, -0.07, -0.08], [0.06, 0.02, -0.10], [0.06, 0.04, 0.03], [0.08, 0.07, 0.02], [-0.09, -0.11, 0.06], [0.07, -0.31, -0.15], [0.05, 0.07, -0.01], [0.06, -0.08, -0.05], [0.08, 0.06, -0.02], [-0.02, -0.05, 0.08], [0.00, 0.10, -0.01], [0.02, 0.08, 0.01], [0.07, 0.08, -0.15]],
  "e_tot_ha": -11232.11571,
  "largest_force_ha_per_bohr": 0.0545,
  "orbital_gap_ev": [4.62, 4.61],
  "molar_mass_g_mol": 945.0,
  "total_charge": 2
}



# 2
{
  "formula": "C21H27FO21",
  "method": "wB97M-V/def2-TZVPD",
  "species": ["F", "O", "O", "O", "O", "O", "O", "O", "O", "O", "O", "O", "O", "O", "O", "O", "O", "O", "O", "O", "O", "O", "C", "C", "C", "C", "C", "C", "C", "C", "C", "C", "C", "C", "C", "C", "C", "C", "C", "C", "C", "C", "C", "H", "H", "H", "H", "H", "H", "H", "H", "H", "H", "H", "H", "H", "H", "H", "H", "H", "H", "H", "H", "H", "H", "H", "H", "H", "H", "H"],
  "positions_angstrom": [[2.9380, 5.4769, -2.7959], [-1.2981, -1.1525, -1.7918], [1.9284, -3.9832, -0.4404], [-1.5444, -2.4116, 3.0394], [-4.9076, -0.7300, -2.5241], [-3.3670, -2.1054, 1.8288], [3.5839, 0.1814, 0.9055], [0.8818, 4.9089, -2.3788], [-3.2463, -1.5833, 4.0181], [-0.8974, -2.0501, 0.2707], [1.4983, -2.6632, -2.2958], [-4.3220, -2.0158, -4.1640], [-2.0025, 1.7906, 3.3657], [-3.8819, 2.7895, 2.5830], [-1.8166, 2.8752, 1.4679], [2.6250, 1.8641, -0.0412], [1.0520, 4.5878, -0.2209], [-5.7036, -2.8635, -2.6111], [-2.4676, -3.0219, -1.1177], [3.5059, -3.4581, -1.8580], [2.2857, 1.4911, 2.1212], [-0.6367, 3.4603, -1.3966], [3.4607, 1.2983, -1.0121], [2.8398, 1.2569, 1.0867], [-1.6190, -2.1471, -0.9345], [-2.8430, -2.0750, 2.9091], [2.2519, -3.3185, -1.6175], [2.2698, 5.0979, -0.5956], [3.1002, -4.5061, 0.0533], [-0.2971, -0.3636, -1.1434], [-0.5072, 2.4523, 1.7318], [-0.6010, 1.7278, 3.1208], [-2.2529, -1.6109, 4.9750], [-3.5573, -0.8599, -4.3244], [-0.4104, -0.7746, 0.3424], [-5.0689, -1.9125, -3.0880], [1.9559, 5.6991, -2.0152], [3.9897, -4.6149, -1.1433], [3.8910, -0.0086, -0.4632], [-2.6556, 2.5646, 2.5011], [0.3753, 4.2226, -1.3232], [-1.1042, -2.4400, 4.3363], [-4.3367, 0.0859, -3.3945], [-0.4286, 0.7183, -1.1220], [-5.0457, 0.6815, -3.9696], [2.8035, -5.4896, 0.4176], [-3.6122, -0.4467, -5.3316], [0.7064, -0.4476, -1.5606], [-0.2716, 1.6830, 0.9965], [0.2410, 3.2430, 1.7889], [3.0306, 1.1354, -2.0003], [2.6271, 5.8736, 0.0817], [2.9785, 4.2819, -0.7375], [-1.1301, -0.1064, 0.8153], [-1.9045, -0.5873, 5.1126], [3.7435, -5.4827, -1.7550], [-0.1163, -2.0144, 4.5124], [5.0241, -4.3687, -0.9036], [3.3776, -0.8320, -0.9597], [0.5461, -0.8320, 0.8619], [-0.3657, 0.6660, 3.0482], [4.9563, -0.2361, -0.5025], [0.0830, 2.2077, 3.8208], [4.3004, 1.9816, -1.1398], [-1.0415, -3.5101, 4.5338], [-2.5595, -0.9384, -3.8928], [1.7374, 6.7626, -1.9182], [-2.6563, -2.0144, 5.9038], [3.5461, -3.8324, 0.7849], [-3.6580, 0.7432, -2.8509]],
  "forces_ev_per_angstrom": [[2.98, -0.31, -2.81], [0.57, 0.36, 0.78], [-1.44, 1.63, -2.03], [1.34, -0.32, -2.62], [-2.37, -1.41, 2.77], [-0.41, -0.05, 1.41], [0.76, -1.56, 0.78], [-1.37, -0.54, -0.79], [-2.78, 0.60, 1.53], [-1.69, -1.59, -2.00], [0.51, -0.71, 1.08], [0.38, -1.08, -1.67], [0.17, 0.15, 1.73], [4.70, -0.32, -0.53], [-1.37, 1.08, 0.52], [-0.93, 1.39, -1.55], [-1.73, -1.32, 0.90], [1.38, 3.07, -1.49], [2.99, 2.89, 0.06], [2.56, -0.30, -1.22], [0.38, 0.63, 0.11], [4.99, 3.38, 0.52], [1.51, 0.82, -2.21], [-1.68, -1.38, 2.02], [-2.52, -3.30, 1.15], [1.28, 0.01, -4.04], [-3.33, 1.01, 0.39], [1.13, 1.41, -1.40], [0.55, -1.61, 1.11], [0.94, 1.38, 1.24], [0.70, -1.62, 0.92], [0.00, 0.03, -1.70], [1.55, -0.05, 1.75], [-0.13, 2.03, 0.63], [0.89, 0.70, -0.91], [-1.93, -4.78, 2.69], [-1.22, -0.14, 4.37], [0.04, 1.03, -0.04], [0.81, -0.65, 0.30], [-3.66, -0.05, -0.69], [-4.50, -2.35, -0.58], [-0.87, -0.44, 1.21], [2.53, 2.89, -2.18], [-1.02, 0.07, -0.81], [-0.32, 0.11, 0.11], [0.58, 0.10, 0.66], [0.38, -0.58, -0.10], [-0.18, -0.96, -0.27], [0.40, 0.59, -0.25], [-0.42, 0.08, -0.45], [-0.68, 0.52, 0.26], [-0.10, -0.35, 0.19], [0.28, 0.13, 0.18], [-0.02, -0.08, 0.41], [-0.07, 0.06, 0.27], [0.66, -0.13, 0.06], [-0.08, 0.27, -0.39], [0.03, -0.82, -0.33], [-0.41, -0.20, 0.61], [0.02, 0.47, 0.12], [0.24, 0.08, 0.01], [0.00, 0.28, -0.31], [-0.70, 0.05, 0.53], [0.14, 0.04, -0.10], [-0.12, 0.00, 1.07], [0.14, -0.59, -0.57], [-0.39, 0.07, -0.61], [0.11, 0.09, -0.03], [-0.11, -0.20, 0.38], [-0.06, 0.26, -0.16]],
  "e_tot_ha": -2496.26532,
  "largest_force_ha_per_bohr": 0.1177,
  "orbital_gap_ev": 9.59,
  "smiles": "O=C1OC[C@@H](F)O1.O=C1OCCO1.O=C1OCCO1.O=C1OCCO1.O=C1OCCO1.O=C1OCCO1.O=C1OCCO1",
  "molar_mass_g_mol": 634.4,
  "total_charge": 0,
  "e_above_lowest_kcal_mol": 10.9
}



# 3
{
  "formula": "C21H27HoN9O2P",
  "method": "wB97M-V/def2-TZVPD",
  "species": ["Ho", "P", "O", "O", "N", "N", "N", "N", "N", "N", "N", "N", "N", "C", "C", "C", "C", "C", "C", "C", "C", "C", "C", "C", "C", "C", "C", "C", "C", "C", "C", "C", "C", "C", "H", "H", "H", "H", "H", "H", "H", "H", "H", "H", "H", "H", "H", "H", "H", "H", "H", "H", "H", "H", "H", "H", "H", "H", "H", "H", "H"],
  "positions_angstrom": [[0.8311, -0.9005, 0.4960], [-1.1822, 1.8012, 1.8060], [-0.7061, -4.4634, 2.1493], [0.6219, -2.8641, 1.3303], [-2.4165, 1.6642, -0.7533], [-1.6755, -2.7552, 1.0391], [-0.3382, 0.8877, -0.7171], [0.0239, -0.5467, 2.8368], [-2.0807, -0.3073, 3.4693], [1.5841, 1.2656, 1.4232], [-1.5212, -1.8955, -0.1038], [1.1216, 3.2825, 2.2354], [1.2575, -1.6266, -1.4518], [-1.1198, 0.1077, 2.5895], [2.7402, 1.9563, 1.6086], [-1.5317, -1.2754, 4.2560], [3.4177, 0.2648, -1.5444], [-3.7400, 1.9729, -0.2929], [3.6017, -0.3891, -3.9589], [-0.4760, -3.4345, 1.5462], [2.4768, 3.1970, 2.1078], [2.9918, -0.5476, -2.7363], [1.8856, -1.4606, -2.5822], [-2.0207, 1.4863, -2.0508], [0.5981, 2.0912, 1.8163], [-3.4542, 0.0956, 3.4440], [0.3488, -3.1584, -3.6604], [3.1826, -1.0882, -5.0837], [-0.2319, -1.4048, 3.8566], [-0.7452, 1.0069, -2.0084], [2.1324, -1.9894, -4.9600], [1.4895, -2.1890, -3.7640], [-1.3748, 1.2681, 0.0444], [0.3696, 4.3916, 2.7380], [2.7170, 1.0919, -1.3808], [3.4339, -0.3639, -0.6327], [3.6583, -0.9310, -6.0411], [-0.5797, -2.6243, -3.4458], [-2.3985, -3.4691, 0.9184], [3.1329, 3.9973, 2.3823], [4.4103, 0.6829, -1.7035], [-4.3254, 2.3878, -1.1134], [1.0527, 5.1850, 3.0319], [-3.9250, -0.1360, 4.3990], [4.4299, 0.3017, -4.0509], [-0.2198, 4.0831, 3.6058], [3.6926, 1.5217, 1.3715], [-3.5200, 1.1692, 3.2518], [-4.2340, 1.0675, 0.0751], [-3.9888, -0.4325, 2.6509], [-3.6874, 2.6924, 0.5279], [0.2230, -3.7142, -4.5887], [-0.0956, 0.7396, -2.8177], [0.5189, -2.0707, 4.2377], [-2.4425, -1.5089, -0.3264], [0.5221, -3.8594, -2.8451], [-2.0782, -1.7684, 5.0346], [-0.3145, 4.7723, 1.9740], [-1.1984, -2.4312, -0.9284], [1.8119, -2.5455, -5.8325], [-2.6559, 1.7198, -2.8787]],
  "forces_ev_per_angstrom": [[0.43, -0.73, -3.24], [-0.40, -1.75, -0.47], [0.03, -0.22, 0.30], [0.55, -0.04, 0.29], [0.70, -0.37, 0.30], [-0.30, -0.47, 0.16], [-1.13, 0.47, 0.65], [-0.84, 0.49, 0.26], [0.55, 0.01, -0.24], [-0.49, 1.17, 0.40], [0.35, -0.56, -0.04], [0.18, -1.06, -0.39], [-0.55, 0.82, 2.90], [0.49, 0.58, 1.17], [0.03, -0.23, -0.10], [0.19, 0.06, -0.07], [-0.13, -0.29, -0.21], [-0.51, 0.10, 0.27], [0.13, -0.03, -0.34], [-1.51, -0.40, -0.16], [-0.10, 0.01, 0.05], [-0.35, -0.20, 0.33], [0.42, -0.05, -1.35], [0.07, -0.08, 0.11], [1.02, -0.02, -0.28], [-0.59, 0.11, -0.09], [0.22, 0.16, 0.02], [0.20, 0.12, -0.14], [-0.17, -0.09, 0.00], [0.18, -0.17, -0.02], [0.08, 0.11, -0.18], [0.03, 0.06, 0.20], [0.68, 1.13, -0.65], [-0.55, 0.59, 0.28], [-0.03, 0.03, 0.22], [0.06, 0.13, -0.16], [0.10, -0.01, -0.05], [-0.18, -0.04, 0.09], [0.39, 0.24, -0.02], [0.07, 0.18, 0.05], [0.09, 0.10, 0.06], [0.07, 0.01, 0.12], [-0.03, -0.03, -0.01], [0.05, 0.08, -0.07], [0.13, 0.14, 0.00], [0.11, 0.13, -0.07], [0.14, -0.02, -0.07], [-0.03, -0.07, 0.11], [-0.03, 0.14, -0.10], [-0.01, -0.02, 0.08], [-0.08, 0.00, -0.13], [-0.03, -0.02, -0.07], [0.17, -0.17, -0.18], [0.05, -0.14, -0.04], [0.49, 0.01, 0.20], [-0.07, -0.07, 0.14], [-0.19, -0.13, 0.01], [0.14, 0.01, 0.11], [0.02, 0.39, 0.32], [-0.06, -0.08, -0.10], [-0.22, -0.01, -0.17]],
  "e_tot_ha": -2749.18358,
  "largest_force_ha_per_bohr": 0.0651,
  "orbital_gap_ev": [3.99, 4.01],
  "molar_mass_g_mol": 633.4,
  "spin_multiplicity": 5,
  "s2": 6.006,
  "total_charge": 0
}